Entry 1:
Formula: C8H27BrN9O5
Source: the Open Molecules 2025 dataset
Level of theory: wB97M-V/def2-TZVPD

Calculated values
HOMO (spin up / spin down) (eV): -10.1 / -9.7
Frontier orbital gap (spin up / spin down) (Eh): 0.3666 / 0.1232
2S+1: 2
Total charge: 0

Each line ends with the Löwdin charge.
Atoms and positions in Å:
Br1 -0.501 -1.559 -0.354  0.5543
O1 1.461 2.810 0.139  -0.2089
O2 1.891 -1.119 3.901  0.0280
O3 -5.014 -1.437 -3.302  0.0573
O4 4.800 -1.353 -1.380  0.0123
O5 -2.629 -3.888 3.862  0.0963
N1 1.704 1.043 4.342  0.1776
N2 -1.581 -2.305 2.699  0.1820
N3 2.672 -2.198 -1.440  0.1398
N4 -2.060 -4.106 1.789  0.1796
N5 -0.343 4.233 -1.439  0.0587
N6 -3.838 -1.071 -1.511  0.1608
N7 0.804 0.306 2.566  0.1654
N8 -2.766 -1.508 -3.294  0.1593
N9 2.907 -0.132 -1.277  0.1585
C1 -3.956 -1.412 -2.727  -0.8142
C2 3.547 -1.236 -1.302  -0.7264
C3 2.731 2.349 0.527  -0.1093
C4 1.504 0.012 3.599  -0.8091
C5 -1.438 2.219 -2.061  -0.0659
C6 -2.092 -3.450 2.864  -0.8291
C7 0.824 2.112 -0.921  -0.1996
C8 -0.541 2.877 -1.042  -0.4514
H1 1.750 -2.054 -1.054  -0.0474
H2 -1.374 -2.094 1.733  -0.0559
H3 -4.720 -0.955 -1.034  0.1360
H4 3.167 3.111 1.172  0.0983
H5 3.226 0.762 -1.622  0.1095
H6 2.957 -3.080 -1.841  0.1282
H7 0.661 -0.432 1.891  0.0469
H8 -2.371 2.756 -2.227  0.0903
H9 -0.853 1.945 -2.940  0.0851
H10 -1.834 1.278 -1.678  0.0419
H11 0.291 4.548 -0.719  0.0698
H12 0.924 1.209 2.130  0.0849
H13 0.268 4.097 -2.232  0.0786
H14 2.686 1.406 1.072  0.0736
H15 1.496 2.128 -1.779  0.1227
H16 -2.485 -5.018 1.883  0.1397
H17 1.344 1.921 3.996  0.1191
H18 2.349 0.892 5.105  0.1327
H19 -1.635 -3.757 0.942  0.0574
H20 0.690 1.066 -0.645  0.0452
H21 -2.573 -1.576 -4.283  0.1193
H22 1.912 -0.298 -1.341  0.0384
H23 -1.485 -1.623 3.437  0.1365
H24 -0.994 2.787 -0.054  0.1425
H25 -2.936 -1.222 -1.082  -0.0123
H26 3.411 2.256 -0.319  0.0794
H27 -1.959 -1.241 -2.748  0.0234

Entry 2:
Formula: C5H12NO
Source: the Open Molecules 2025 dataset
Level of theory: wB97M-V/def2-TZVPD

Calculated values
HOMO (eV): -13.6
Frontier orbital gap (Eh): 0.3668
SMILES: [NH3+]/C=C/CCCO
Total charge: +1

Each line ends with the Löwdin charge.
Atoms and positions in Å:
O1 -1.728 -0.796 0.943  -0.0709
N1 -0.154 2.096 -2.305  0.2085
C1 0.608 -1.475 0.994  -0.1718
C2 1.092 -0.067 0.632  -0.1582
C3 0.411 0.900 -1.597  -0.0723
C4 -0.747 -1.499 1.688  -0.2599
C5 0.183 0.682 -0.322  -0.0808
H1 -2.586 -1.183 1.139  0.0997
H2 0.457 2.351 -3.081  0.1734
H3 -1.107 1.946 -2.646  0.1755
H4 -1.082 -2.536 1.794  0.1250
H5 0.531 -2.070 0.081  0.1194
H6 -0.645 1.085 0.252  0.1206
H7 -0.213 2.836 -1.608  0.1690
H8 1.126 0.340 -2.172  0.1280
H9 1.292 -1.988 1.668  0.1229
H10 1.041 0.514 1.558  0.1273
H11 2.115 0.007 0.264  0.1201
H12 -0.594 -1.144 2.718  0.1246

Computed strongest force on any atom (eV/Å) in order:
7.1; 1.2
Computed energy relative to the best compared isomer or geometry (same formula, charge and spin) (eV) in order:
0.1154; 1.2752